Record 1
This record from the OMol25 dataset describes a cluster of 2 separate species, C9H18N4S in total at a distorted geometry. The level of theory is ωB97M-V/def2-TZVPD.

Calculated values
net charge	+2
Kohn-Sham gap	7.7	eV
ΔE to the lowest compared entry with this formula, charge and spin	6.8	kcal/mol
E	-970.22675	hartree
LUMO energy	-6.4286	eV
HOMO energy	-14.135	eV

Structure (XYZ):
```
32
Properties=species:S:1:pos:R:3:forces:R:3:lowdin_charge:R:1
C -2.4320 -0.5383 -1.4681 -2.8335 1.2251 1.2337 -0.2940
C 2.2832 -2.9845 1.0666 -0.0961 2.0264 -1.6276 0.1113
C 2.2663 -1.8570 0.3457 3.4583 0.1199 0.7229 -0.1844
C 1.2283 -1.3227 -0.4477 -4.0110 3.2249 0.0539 -0.0189
C 0.9185 0.0374 -0.6701 -0.0072 -3.3954 -0.3823 -0.2109
C -0.4545 0.5858 -1.0928 1.8893 3.2293 -1.4131 -0.5107
C 3.8632 1.8876 0.6455 0.3345 0.7398 -2.5996 0.0167
C 1.9584 1.0652 -0.5970 -0.0072 1.5199 -1.2238 -0.1579
C -5.1625 -0.2456 0.3758 0.6713 -3.0362 -2.0168 0.0633
N -1.2771 -0.1716 -1.9595 1.2484 -1.4029 -1.1914 0.0087
N -2.7699 -0.0181 -0.3256 -1.2253 -1.1085 -0.0971 -0.3579
N -5.3214 0.3258 1.4971 -0.5387 1.1884 0.2465 0.1833
N 2.5593 1.2264 0.6962 0.2562 -0.7964 3.1120 -0.0509
S -1.5590 0.9684 0.3521 0.1016 -0.6551 -0.8354 0.9253
H -3.2024 -0.9820 -2.1370 0.8206 -0.2299 0.7269 0.1627
H 3.1474 -3.3442 1.4933 1.8641 -0.3367 1.1799 0.0597
H 1.4661 -3.5797 1.1901 -2.3265 -1.6027 0.0153 0.0525
H 3.2533 -1.2944 0.4310 -1.0704 -0.6257 -0.5843 0.1239
H 0.3558 -1.9823 -0.5912 0.4733 0.0988 -0.0352 0.1327
H -0.2926 1.6263 -1.7006 0.1068 -2.1605 1.6181 0.1595
H 3.6676 2.7954 -0.0152 0.6342 -1.0926 0.6971 0.1371
H 4.1303 2.2879 1.6206 0.5938 -0.7023 -0.0294 0.1169
H 4.4681 1.1297 0.0513 0.2394 1.4385 1.3276 0.1386
H 2.8339 0.8156 -1.2242 -0.6789 0.3487 -0.3428 0.1578
H 1.5202 2.0841 -0.8016 0.7454 -1.0461 -0.4877 0.1589
H -5.0532 -1.3802 0.1661 -0.2085 1.8066 1.6183 0.1570
H -5.2161 0.1622 -0.6298 -0.1832 1.2730 0.7269 0.1068
H -0.9479 -0.6359 -2.7929 0.4177 0.3215 -0.0255 0.1706
H -5.4042 -0.0869 2.4030 0.2788 -1.2739 0.2965 0.1488
H -5.4716 1.3225 1.6221 0.0437 0.1793 -0.8150 0.1606
H 2.6240 0.3087 1.1764 0.0737 0.4372 -0.2540 0.1579
H 2.0206 1.7941 1.3206 -1.0645 0.2876 0.3852 0.1750
```
Forces are in eV/Å.

=====

Record 2
This record from the OMol25 dataset describes the molecule C3H4N2O2 at a distorted geometry. The level of theory is ωB97M-V/def2-TZVPD.

Calculated values
Kohn-Sham gap	11.1	eV
ΔE to the lowest compared entry with this formula, charge and spin	122.9	kcal/mol
E	-376.56787	hartree
LUMO energy	0.7253	eV
HOMO energy	-10.345	eV

Structure (XYZ):
```
11
Properties=species:S:1:pos:R:3:forces:R:3:lowdin_charge:R:1
O -2.2447 -0.1174 -0.6194 0.9838 -2.0464 0.8157 -0.1163
C -1.4939 0.3700 0.5598 -3.8281 1.4385 -0.6940 -0.1896
C -0.1234 0.2679 0.1718 -4.2438 1.6242 1.7554 -0.4158
C 0.8878 1.0626 -0.0980 0.2169 4.2366 -0.9017 -0.0532
O 1.9115 0.2608 -0.1675 1.4213 0.7906 -0.9973 0.0333
N 1.4729 -0.9260 -0.0189 -0.2075 -6.3939 0.8802 0.0270
N 0.1643 -0.9936 0.2289 6.7111 -0.8919 -1.2165 0.1398
H -1.9107 -1.0980 -0.6459 -1.1304 2.5901 -0.2899 0.1219
H -1.7792 -0.3968 1.3515 0.7116 1.7008 -0.3272 0.1429
H -1.7745 1.4550 0.7528 -0.2428 -1.5746 0.0201 0.1429
H 1.0466 2.1271 -0.4349 -0.3920 -1.4742 0.9553 0.1671
```
Forces are in eV/Å.

=====

Record 3
This record from the OMol25 dataset describes the ion C10H13N2O with charge +1 at a distorted geometry. The level of theory is ωB97M-V/def2-TZVPD.

Calculated values
net charge	+1
Kohn-Sham gap	9.1	eV
ΔE to the lowest compared entry with this formula, charge and spin	56.5	kcal/mol
E	-573.32061	hartree
LUMO energy	-3.2247	eV
HOMO energy	-12.362	eV

Structure (XYZ):
```
26
Properties=species:S:1:pos:R:3:forces:R:3:lowdin_charge:R:1
C 2.4518 -0.5594 -1.6634 1.8539 -1.6795 0.7135 0.0847
C 1.2286 -0.1084 -1.5625 -1.0861 1.4111 -0.9146 -0.2974
O 0.6218 0.6732 -2.6094 0.3937 -1.2366 1.4118 -0.0161
C 0.3901 -0.2471 -0.3338 1.5764 -0.0131 1.2320 -0.1015
C 0.9657 -0.3853 0.9963 1.0481 1.1500 -2.0573 0.0219
C 0.2194 -0.4610 2.1461 0.0874 1.3473 1.0783 -0.2424
C 0.9349 -0.6450 3.5088 0.0541 -0.6363 -2.2912 -0.0216
C -1.1968 -0.2397 2.0650 0.3420 -0.5289 3.3559 -0.0260
C -1.7292 -0.1471 0.8489 0.3743 -0.7193 -2.1316 -0.0381
C -0.9559 -0.2488 -0.3358 -2.3112 0.4174 -0.1306 -0.1925
N -1.7378 -0.4812 -1.5595 1.0842 -0.1308 0.1028 0.1288
C -1.9656 0.3931 -2.5132 -0.6976 1.3337 2.8980 -0.0882
N -1.7897 1.6962 -2.2632 0.2007 -2.9373 2.7849 0.2060
H 3.0438 -0.5714 -2.6204 -0.5592 0.2667 1.3522 0.1030
H 2.8466 -1.0690 -0.7150 -0.3139 0.6014 -1.9643 0.1027
H 1.2033 0.7023 -3.3757 0.3024 -0.1232 0.1074 0.1097
H 2.0755 -0.2084 1.0096 -1.1983 -0.6340 0.4350 0.1356
H 0.2835 -0.2382 4.2695 0.3570 -0.0241 0.4542 0.0699
H 0.9272 -1.7552 3.4933 0.4135 0.5052 1.0177 0.0976
H 2.0046 -0.2552 3.4826 -1.5904 -0.4650 0.2407 0.1076
H -1.9276 -0.2041 3.0078 2.0483 -0.1092 -2.0964 0.1755
H -2.7650 -0.1903 0.7326 -1.6197 0.2967 -0.1953 0.1053
H -1.8618 -1.4749 -1.7025 -0.4258 0.1747 -0.5228 0.1779
H -2.6157 0.0905 -3.3045 0.3189 -0.1221 -0.9947 0.1623
H -1.2754 2.0296 -1.4288 -0.3823 -0.7160 -0.7953 0.1573
H -1.7720 2.2868 -2.9921 -0.2704 2.5710 -3.0901 0.0778
```
Forces are in eV/Å.

=====

Record 4
This record from the OMol25 dataset describes a structure of composition H20O10 at a distorted geometry. The level of theory is ωB97M-V/def2-TZVPD.

Calculated values
Kohn-Sham gap	9.5	eV
ΔE to the lowest compared entry with this formula, charge and spin	197.3	kcal/mol
E	-764.16755	hartree
LUMO energy	0.1736	eV
HOMO energy	-9.277	eV

Structure (XYZ):
```
30
Properties=species:S:1:pos:R:3:forces:R:3:lowdin_charge:R:1
O -2.4436 0.3306 0.7631 -2.2207 1.6937 -2.0979 -0.0370
H -3.3816 0.2835 0.9476 -0.1805 0.1404 0.0268 0.0921
H -2.0395 -0.2229 1.4313 -0.3638 0.0893 0.2873 -0.0758
O 1.5811 -2.5235 0.1498 -0.9412 -2.4796 1.5334 -0.0945
H 2.0846 -1.7424 0.3791 0.2903 -0.2806 0.0414 -0.0188
H 1.2852 -2.3637 -0.7464 0.4839 -0.0890 1.3677 -0.0705
O 1.4745 0.9807 -1.1373 2.5715 -0.4100 0.8643 -0.0622
H 2.1920 1.5039 -0.7800 0.3556 0.2395 -0.0184 0.0882
H 0.8609 1.6246 -1.4911 -1.3926 0.7873 -0.8637 -0.0955
O -1.4587 2.3321 0.1302 -0.1457 3.2516 1.3618 0.0308
H -1.7266 1.4307 0.3091 -1.1637 -1.6298 0.9379 -0.0574
H -2.2798 2.8022 -0.0147 -0.2474 0.1822 0.2110 0.0984
O -0.1070 -0.2604 0.4061 -1.2728 -0.8473 -6.7505 0.0032
H 0.1678 0.5442 -0.0337 0.6358 0.3649 -0.2350 0.0635
H -0.2156 -0.8956 -0.3017 0.2097 -0.4783 -0.0994 0.0810
O 0.2810 -0.0879 2.4156 1.3682 0.8629 6.1994 -0.0583
H -0.1185 -0.2062 1.5538 0.1399 -0.0631 1.2398 -0.2307
H 0.7488 0.7447 2.3509 0.1348 0.0888 0.2775 0.0331
O -0.2698 2.2419 -1.7447 0.8497 1.5462 -5.0788 0.0114
H 0.0158 3.1518 -1.8262 -0.1287 0.3681 -0.2940 0.0890
H -0.8588 2.2418 -0.9902 -1.1305 0.2477 1.4699 -0.1281
O -2.0543 -1.3944 2.0430 0.4502 -3.3237 2.1861 0.0272
H -1.1849 -1.6531 1.7373 0.6572 -0.4975 0.3347 0.0735
H -2.5447 -2.2149 2.0937 -0.2923 -0.1318 0.0589 0.1052
O 0.5973 -1.6235 -1.8441 -0.9829 0.6190 -1.8242 -0.0223
H -0.2434 -1.4257 -2.2568 -0.3206 0.1410 -0.4187 0.0942
H 0.9006 -2.4169 -2.2854 0.1297 -0.2675 -0.5998 0.0967
O 2.9278 -0.7538 -0.5702 2.5484 -0.1595 0.3007 -0.0605
H 3.6428 -0.2504 -0.1807 0.3996 0.0072 0.0530 0.0672
H 2.1664 -0.1771 -0.5075 -0.4408 0.0277 -0.4712 -0.0431
```
Forces are in eV/Å.

=====

Record 5
This record from the OMol25 dataset describes the molecule C3H5NS2 at a distorted geometry. The level of theory is ωB97M-V/def2-TZVPD.

Calculated values
Kohn-Sham gap	9.3	eV
ΔE to the lowest compared entry with this formula, charge and spin	26.9	kcal/mol
E	-968.40218	hartree
LUMO energy	0.6651	eV
HOMO energy	-8.619	eV

Structure (XYZ):
```
11
Properties=species:S:1:pos:R:3:forces:R:3:lowdin_charge:R:1
C 1.3312 -0.5924 0.3997 2.4178 0.2997 1.9414 -0.2146
C 0.3887 -0.2583 -0.6517 -1.4582 0.2855 -0.5155 -0.9837
S -0.0820 1.4390 -0.6457 -1.2935 1.1450 0.4974 0.8918
C -1.6542 1.1433 0.1685 -0.2861 -2.2523 -0.3474 -0.5607
N -2.2413 -0.0129 0.1732 2.3826 0.9473 -0.6110 -0.3372
S -1.2226 -1.1709 -0.6003 -0.1614 -0.2446 0.0475 0.8347
H 0.8871 -0.2145 1.3460 0.3948 -1.1330 -0.1163 0.0861
H 1.5822 -1.6562 0.2803 -0.3406 0.0869 0.8998 0.0812
H 2.3697 -0.0806 0.3813 -1.7231 -0.3835 -0.5550 0.1114
H 0.8063 -0.4533 -1.5924 0.3864 -0.3606 -1.6087 0.0397
H -2.1653 1.8569 0.7410 -0.3187 1.6097 0.3678 0.0512
```
Forces are in eV/Å.

=====

Record 6
This record from the OMol25 dataset describes a structure of composition CNO4S2Sc at a distorted geometry. The level of theory is ωB97M-V/def2-TZVPD.

Calculated values
net charge	+2
Kohn-Sham gap (alpha / beta)	7.1 / 7.1	eV
ΔE to the lowest compared entry with this formula, charge and spin	31.6	kcal/mol
E	-1950.26219	hartree
LUMO energy (alpha / beta)	-11.2158 / -11.2159	eV
HOMO energy (alpha / beta)	-18.331 / -18.331	eV

Structure (XYZ):
```
9
Properties=species:S:1:pos:R:3:forces:R:3:lowdin_charge:R:1
Sc -0.0334 -1.6631 0.7378 0.1054 1.8541 -1.0877 1.6593
N 1.8849 1.2138 -0.0235 -0.8551 -0.9096 0.3442 -0.6417
S 2.5506 -0.1198 -0.4492 1.4390 2.1002 -0.5297 1.1098
O 1.6923 -1.3653 -0.1751 -2.6484 -1.0935 1.2862 -0.6124
S 0.5365 1.6958 0.6592 0.7887 0.1551 -0.4097 1.1461
O -0.4486 0.4151 0.7963 1.2029 -1.2870 0.6749 -0.6421
O -1.7371 -1.1637 -0.3444 0.8550 -1.0186 1.1226 0.0387
C -1.9432 0.0430 -0.3477 -3.0063 2.2752 -3.9471 -0.3957
O -2.5022 0.9442 -0.8535 2.1189 -2.0759 2.5463 0.3380
```
Forces are in eV/Å.